(1)
Molecular formula: C7H8
Method: DFT, ωB97M-V with the def2-TZVPD basis set

For the maximum force, the calculation gives 4.59 eV/Å. Its HOMO energy is -9.884 eV. As for the HOMO-LUMO gap: 9.017 eV. The energy relative to the best compared isomer or geometry (same formula, charge and spin) comes out at 816.4 kJ/mol.

Each line ends with the Löwdin charge.
Positions of all 15 atoms, in Å:
H -1.512 1.566 -0.226  0.09
C 0.746 -1.927 -1.757  0.10
H -2.012 -0.002 -0.888  0.09
H 1.014 1.873 0.514  0.09
H 0.279 -2.831 0.181  0.29
C -0.545 -0.869 2.238  0.12
C 1.257 1.006 -0.120  -0.03
C -0.284 -0.413 1.159  -0.19
C -1.184 0.706 -0.831  -0.03
H -0.859 -0.666 3.221  0.03
H 2.124 0.504 0.314  0.09
C 0.360 -1.418 -0.638  -0.25
H 1.525 1.376 -1.116  0.09
C 0.048 0.029 -0.167  -0.56
H -0.958 1.067 -1.841  0.09



(2)
Molecular formula: C7H8
Method: DFT, ωB97M-V with the def2-TZVPD basis set

For the maximum force, the calculation gives 0.73 eV/Å. Its HOMO energy is -9.658 eV. As for the HOMO-LUMO gap: 10.197 eV. The energy relative to the best compared isomer or geometry (same formula, charge and spin) comes out at 544.9 kJ/mol.

Each line ends with the Löwdin charge.
Positions of all 15 atoms, in Å:
H 2.736 -0.883 -2.118  0.05
H -0.784 0.469 1.749  0.13
C 1.440 1.486 -0.561  0.17
C 0.388 1.387 0.217  -0.26
C 0.315 -1.058 0.712  -0.17
C -0.496 0.263 0.709  -0.38
H 0.108 2.420 0.465  0.10
H -2.468 -0.569 0.270  0.08
H -1.538 -0.078 -1.172  0.09
C -1.775 0.180 -0.134  -0.07
C 1.233 -1.109 -0.425  -0.16
C 2.033 -0.985 -1.319  0.10
H -2.290 1.146 -0.139  0.08
H -0.362 -1.921 0.706  0.12
H 0.910 -1.110 1.633  0.13



(3)
Molecular formula: C7H8Br2P2
Method: DFT, ωB97M-V with the def2-TZVPD basis set

For the maximum force, the calculation gives 5.98 eV/Å. Its HOMO energy is -8.699 eV. As for the HOMO-LUMO gap: 7.742 eV. The energy relative to the best compared isomer or geometry (same formula, charge and spin) comes out at 339.0 kJ/mol.

Each line ends with the Löwdin charge.
Positions of all 19 atoms, in Å:
H -0.543 -2.330 -1.655  0.01
H 1.656 1.492 0.641  -0.03
C -1.228 1.341 1.134  -0.06
H -0.597 2.023 1.723  0.09
C -0.357 0.474 0.240  -0.31
Br 4.188 -0.895 1.771  0.08
H -2.816 0.213 -0.816  0.07
C -2.511 -0.713 -0.394  0.01
P 4.014 -0.191 -0.479  0.10
C -0.843 -0.668 -0.450  -0.22
H -1.858 0.747 1.732  0.06
Br 4.016 1.990 -0.320  0.24
P 1.573 -1.646 -1.726  0.89
H -2.882 -0.927 0.520  0.03
H -2.859 -1.532 -0.949  0.05
C 0.958 0.803 0.284  0.10
C -0.106 -1.501 -1.198  -0.35
H -2.070 1.855 0.681  0.08
C 2.264 -0.533 -0.740  -0.84



(4)
Molecular formula: C7H8BrClSi
Method: DFT, ωB97M-V with the def2-TZVPD basis set

For the maximum force, the calculation gives 4.49 eV/Å. Its HOMO energy (spin up / spin down) is -9.308 / -7.863 eV. As for the HOMO-LUMO gap (spin up / spin down): 8.292 / 7.456 eV. The energy relative to the best compared isomer or geometry (same formula, charge and spin) comes out at 434.9 kJ/mol.

Each line ends with the Löwdin charge.
Positions of all 18 atoms, in Å:
Cl 0.363 2.939 -3.051  0.25
H 3.500 1.283 -3.269  0.00
C -1.991 0.063 0.547  -0.13
Si 1.553 1.911 -1.838  -0.21
H -3.741 -0.344 1.564  0.05
C -0.631 -0.117 0.500  0.01
H 3.474 0.466 -1.636  0.01
C -2.182 -1.541 2.315  -0.08
H 2.338 -0.021 -3.163  0.03
Br 2.739 3.379 -0.631  0.24
H -2.538 0.788 -0.213  0.14
H -2.668 -2.200 3.083  0.12
C 2.942 0.703 -2.563  -0.28
H -0.432 -2.683 2.476  0.08
H 0.987 -1.090 1.126  0.07
C -2.793 -0.606 1.471  -0.09
C -0.897 -1.886 2.004  -0.10
C -0.023 -1.043 1.280  -0.10



(5)
Molecular formula: C7H8BrNO3
Method: DFT, ωB97M-V with the def2-TZVPD basis set

For the maximum force, the calculation gives 2.87 eV/Å. Its HOMO energy (spin up / spin down) is -8.468 / -8.608 eV. As for the HOMO-LUMO gap (spin up / spin down): 8.307 / 7.764 eV. The energy relative to the best compared isomer or geometry (same formula, charge and spin) comes out at 183.8 kJ/mol.

Each line ends with the Löwdin charge.
Positions of all 20 atoms, in Å:
C -3.389 -0.526 1.090  -0.03
O -2.025 -0.172 0.904  -0.05
H -0.075 -2.382 -1.869  0.15
C 0.861 -1.046 -0.889  -0.10
H -3.791 0.312 0.460  0.11
H 2.131 3.235 -1.228  0.06
C 0.158 -0.393 0.023  -0.11
H -3.637 -0.584 2.159  0.10
H 1.228 0.562 1.539  0.08
C 2.869 0.644 -0.488  -0.51
O 0.822 -2.035 -1.655  0.14
C -1.215 -0.983 0.221  -0.45
O -1.595 -1.948 -0.398  0.08
H -0.053 1.667 0.596  0.12
N 1.512 2.591 -0.756  0.17
H -3.537 -1.484 0.504  0.10
C 0.717 0.891 0.667  -0.10
Br 3.765 -0.458 0.730  0.74
H 3.465 0.629 -1.366  0.04
C 1.789 1.482 -0.243  -0.54



(6)
Molecular formula: C7H8BrNO3
Method: DFT, ωB97M-V with the def2-TZVPD basis set

For the maximum force, the calculation gives 3.14 eV/Å. Its HOMO energy is -8.849 eV. As for the HOMO-LUMO gap: 8.165 eV. The energy relative to the best compared isomer or geometry (same formula, charge and spin) comes out at 258.9 kJ/mol.

Each line ends with the Löwdin charge.
Positions of all 20 atoms, in Å:
H 0.998 1.181 1.603  0.13
H 2.274 -0.969 1.487  0.11
O -1.203 -2.110 -1.113  0.04
C -1.618 -0.616 0.683  -0.52
C 1.412 -0.807 0.875  -0.11
O -1.203 2.448 -0.748  0.08
H -0.311 1.180 -2.119  0.11
H 1.155 -0.079 -2.183  0.12
C 0.481 1.019 -0.369  -0.33
N -0.247 2.176 -0.063  -0.35
C 0.586 -1.728 0.466  -0.03
O 0.154 2.838 0.914  0.06
C -0.776 -1.355 -0.050  -0.48
H 2.448 0.916 0.385  0.16
C 0.494 0.598 -1.620  0.15
H 0.807 -2.821 0.581  0.14
H -2.047 -1.790 -1.306  -0.02
C 1.399 0.668 0.709  -0.13
H -1.385 -0.274 1.799  0.14
Br -3.418 -0.473 0.069  0.75



(7)
Molecular formula: C7H8BrPS
Method: DFT, ωB97M-V with the def2-TZVPD basis set

For the maximum force, the calculation gives 3.15 eV/Å. Its HOMO energy (spin up / spin down) is -7.955 / -9.222 eV. As for the HOMO-LUMO gap (spin up / spin down): 4.659 / 7.236 eV. The energy relative to the best compared isomer or geometry (same formula, charge and spin) comes out at 304.9 kJ/mol.

Each line ends with the Löwdin charge.
Positions of all 18 atoms, in Å:
H -0.814 -2.902 2.121  0.04
P 0.826 -1.687 0.383  0.51
H 0.107 1.746 -2.909  0.10
C -1.046 2.239 -1.240  -0.05
C -0.097 1.408 -1.920  -0.09
H -1.191 3.289 -1.549  0.12
C 0.094 -2.369 1.941  -0.28
C 0.310 0.223 -1.420  -0.20
C -0.016 -0.188 -0.109  -0.47
C -1.280 1.870 0.079  -0.09
H -2.157 2.317 0.491  0.10
S 1.256 -2.882 -1.155  0.22
C -0.724 0.723 0.646  -0.09
Br 3.508 0.968 0.095  -0.04
H 0.782 -3.179 2.203  0.03
H 0.314 -1.588 2.651  0.03
H 1.120 -0.330 -1.949  0.06
H -0.993 0.341 1.641  0.11



(8)
Molecular formula: C7H8Cl2ErInO4
Method: DFT, ωB97M-V with the def2-TZVPD basis set

For the maximum force, the calculation gives 8.92 eV/Å. The total charge is +4. As for the multiplicity: 4. Its HOMO energy (spin up / spin down) is -22.722 / -22.722 eV. As for the HOMO-LUMO gap (spin up / spin down): 2.953 / 2.967 eV. The energy relative to the best compared isomer or geometry (same formula, charge and spin) comes out at 177.9 kJ/mol.

Each line ends with the Löwdin charge.
Positions of all 23 atoms, in Å:
H 2.092 0.767 2.120  0.15
Cl 1.794 -1.404 -1.337  0.03
Cl -1.043 1.121 -5.251  0.34
Er -0.188 -0.454 -0.260  1.43
C -1.122 1.072 2.319  -0.12
H -1.396 0.797 4.441  0.14
C -0.909 -2.302 0.947  0.04
C 0.729 0.900 3.931  -0.09
H 0.840 0.125 4.698  0.15
H 1.351 1.751 4.223  0.15
C 1.200 0.323 2.593  -0.06
O -0.613 0.632 -8.346  0.17
H -0.832 2.417 3.966  0.15
C 0.419 -2.463 -7.286  0.02
O -0.998 -2.899 1.952  0.25
O 0.046 0.489 1.631  -0.40
H -1.916 0.338 2.211  0.12
In 0.662 -0.680 -4.943  1.23
O 0.618 -3.094 -8.212  0.24
H -1.372 1.991 1.805  0.14
C 0.007 -0.008 -7.614  -0.13
C -0.731 1.335 3.763  -0.09
H 1.362 -0.754 2.650  0.13



Question: Number 8 is which compound?
Answer: C7H8Cl2ErInO4



Question: The lowest maximum force belongs to which entry?
Answer: number 2